Entry 1:
{
  "formula": "C35H48EuGeN7",
  "method": "ωB97M-V with the def2-TZVPD basis set",
  "symbols": ["H", "C", "H", "H", "C", "C", "C", "C", "H", "H", "C", "Eu", "H", "C", "C", "H", "H", "C", "H", "Ge", "H", "C", "H", "H", "C", "C", "H", "H", "N", "N", "H", "H", "C", "C", "C", "H", "H", "C", "C", "C", "H", "H", "C", "C", "H", "C", "H", "C", "H", "H", "H", "N", "N", "C", "H", "H", "C", "C", "H", "C", "H", "C", "N", "H", "N", "H", "H", "C", "H", "H", "H", "C", "H", "C", "C", "C", "H", "H", "C", "C", "H", "H", "N", "C", "H", "H", "H", "H", "H", "H", "H", "H"],
  "xyz": [[3.039, -2.710, -1.078], [1.591, 0.414, -3.905], [0.312, 2.408, -1.574], [0.611, 0.439, -4.286], [-2.320, -3.817, 2.037], [3.262, -2.625, 2.789], [2.964, 2.392, 4.289], [0.745, 0.859, 3.911], [3.338, -2.619, 3.868], [-5.536, 0.112, -2.947], [1.269, 4.941, 1.272], [0.795, 0.042, 0.356], [-1.967, 4.545, 2.448], [-2.355, -0.243, 0.858], [1.272, 3.734, 0.534], [-3.471, -0.126, 1.003], [2.577, 3.412, -5.003], [2.282, 1.943, 5.390], [3.639, -0.538, 2.635], [-3.800, -1.691, -3.649], [-3.113, -3.563, -1.897], [3.111, -3.843, 2.116], [2.123, 3.510, -0.088], [-2.923, -4.607, 2.483], [-1.113, -4.245, 1.482], [-3.505, -2.504, -5.392], [3.909, -0.302, -1.034], [-0.731, -0.483, 4.670], [3.381, -5.985, 3.523], [1.881, 2.802, -4.527], [-1.540, -0.547, -4.088], [-6.094, -0.734, -4.374], [3.351, -1.442, 0.674], [1.176, 1.163, 5.198], [-5.236, -0.310, -3.934], [2.981, -4.745, 0.058], [3.833, 3.055, 4.373], [-0.860, 3.141, 1.252], [-1.914, -1.650, 1.219], [-2.055, -0.882, -3.162], [-1.690, 1.697, 3.409], [0.570, 0.737, 6.026], [0.699, 2.148, -2.596], [3.243, -5.055, 2.842], [-0.132, 2.133, -3.307], [3.416, -1.425, 2.062], [-3.710, -2.204, 2.215], [1.699, 3.152, -3.083], [-3.679, -1.821, -6.214], [2.602, 2.238, 6.362], [-2.174, -0.089, -0.211], [-0.757, -2.021, 0.694], [1.408, 1.208, 2.807], [2.494, 1.423, -4.594], [2.657, 3.155, -2.617], [-4.080, -3.422, -5.341], [3.049, -3.865, 0.720], [0.104, 5.232, 1.986], [2.257, 0.928, -2.038], [2.483, 1.972, 3.021], [-2.101, 2.062, 0.000], [3.380, -0.218, -0.109], [-1.599, 0.847, 1.586], [-2.515, -2.901, -5.369], [1.363, 0.818, -2.527], [-0.739, -5.268, 1.605], [3.033, 2.301, 2.111], [-0.995, 4.362, 1.964], [0.202, 6.144, 2.517], [3.676, 0.653, 0.456], [-2.909, 2.510, 1.533], [-0.347, -3.324, 0.811], [-1.305, -1.516, -2.719], [3.095, -2.695, 0.005], [-1.980, 2.151, 1.073], [-0.515, -0.013, 3.692], [-4.530, -3.942, -2.591], [2.584, 1.155, -5.635], [-1.702, 0.698, 3.042], [-4.060, -3.039, -2.163], [-4.818, 0.498, -4.536], [-0.194, -0.920, 3.129], [0.267, 2.852, 0.557], [-2.736, -2.516, 1.858], [-2.192, 0.047, -2.629], [3.492, 1.400, -4.136], [1.901, -0.632, -4.029], [-2.725, 0.311, 3.345], [2.147, 5.517, 1.395], [1.362, 4.171, -2.995], [0.607, -3.570, 0.345], [-4.514, -2.769, -1.232]],
  "mulliken_charge": [0.4666, -0.6180, -0.6540, 0.2432, -0.7686, -0.8067, -0.9769, 0.4143, 0.5332, 0.3189, -1.1079, 1.1654, 0.4930, -1.1214, -0.2390, 0.3609, 0.2625, -0.6508, 0.5431, 0.5279, 0.2898, 0.7101, 0.5331, 0.4323, -0.5122, -1.2475, 0.6287, 0.6284, -0.5349, -0.5452, 0.3643, 0.3968, 0.2869, -0.8759, -1.1849, 0.3784, 0.4761, 0.7504, 1.1659, -1.1852, 0.6966, 0.4471, 0.1821, -0.0917, 0.5441, -0.0615, 0.5670, -0.8222, 0.3380, 0.4808, -0.0583, 0.2483, 1.0338, -0.7896, 0.4506, 0.4109, -0.7159, -0.5722, -0.1500, -0.4004, 0.2849, -1.6080, 0.8822, 0.4185, 0.1403, 0.4815, 0.2805, -0.9218, 0.4316, 0.2649, 0.4087, -0.8222, 0.3942, -0.5600, -1.1703, -0.7231, 0.4189, 0.5144, -1.1909, -1.2501, 0.3654, -0.0946, 0.4042, -0.7970, 0.2261, 0.3375, 0.3992, 0.3905, 0.5240, 0.5250, 0.5913, 0.3756],
  "de_lowest_kcal_mol": 0.0,
  "s2": 15.760,
  "charge": 1,
  "lumo_energy_ev": [-2.590, -2.579],
  "multiplicity": 8
}


Entry 2:
{
  "formula": "C40H65AsBaO11PS4Si",
  "method": "ωB97M-V with the def2-TZVPD basis set",
  "symbols": ["H", "C", "H", "H", "H", "C", "H", "C", "H", "H", "H", "H", "C", "H", "O", "Si", "C", "C", "H", "H", "H", "C", "O", "H", "C", "O", "O", "H", "H", "C", "C", "H", "H", "C", "H", "H", "O", "H", "H", "H", "C", "H", "H", "H", "S", "H", "H", "C", "H", "C", "C", "C", "H", "S", "H", "Ba", "H", "C", "C", "H", "H", "H", "H", "C", "H", "O", "C", "H", "C", "C", "C", "H", "C", "C", "H", "H", "H", "C", "H", "C", "O", "H", "C", "C", "H", "H", "H", "O", "O", "C", "H", "H", "H", "C", "H", "H", "C", "H", "O", "C", "H", "C", "C", "H", "C", "H", "S", "H", "C", "H", "H", "H", "C", "H", "H", "C", "O", "As", "H", "H", "C", "H", "S", "P"],
  "xyz": [[2.671, 2.443, 5.171], [-1.185, 3.024, -3.566], [1.081, -2.338, 1.758], [4.488, -1.180, 0.202], [3.784, -5.273, -1.490], [-6.761, 1.245, -1.066], [4.622, 1.211, 3.285], [3.946, -4.265, 1.732], [-3.634, -2.215, 2.465], [4.700, 1.190, -1.831], [-4.078, -1.569, 4.069], [0.686, 1.397, -5.869], [1.672, 3.082, 1.840], [-6.183, -1.645, 2.061], [-1.373, -0.797, 1.875], [1.821, -2.717, -1.273], [-0.498, 2.006, -4.214], [2.096, -2.620, 2.041], [2.404, 0.168, 4.176], [4.867, -0.487, -3.547], [5.731, -0.938, -1.053], [3.726, 0.797, -1.532], [0.479, 1.042, -2.128], [-5.387, 4.328, 0.807], [-5.453, 1.271, -0.601], [-1.487, -0.086, -2.943], [-1.433, 2.188, -0.615], [5.348, 1.608, 0.946], [-0.796, 5.434, -5.906], [3.688, -0.716, -1.742], [-7.102, 3.432, -0.129], [1.058, 4.414, 0.248], [-1.870, 5.036, -3.697], [-7.590, 2.326, -0.815], [1.109, 2.937, 4.505], [-4.970, 0.439, 3.143], [-3.355, 1.569, -2.553], [3.117, -0.705, -3.808], [3.923, -4.563, 2.782], [2.136, -2.831, 3.113], [-4.959, 2.369, 0.076], [1.445, -4.368, -4.947], [2.518, -5.792, -5.002], [4.035, 2.874, 3.414], [-4.347, -0.105, -0.956], [-7.748, 4.282, 0.051], [2.944, 1.270, -2.120], [3.744, -5.368, -2.574], [-2.579, 0.952, -2.598], [1.581, 3.462, 0.358], [0.125, 2.213, -5.431], [2.410, -4.805, -3.073], [-2.342, 3.973, 2.413], [-1.932, -0.831, 3.248], [1.185, 1.688, 5.746], [-1.014, 0.088, -0.831], [1.435, -5.202, 2.526], [-0.703, 4.468, -5.425], [-2.585, 1.173, 5.064], [1.278, -6.655, -2.954], [1.295, -5.688, -1.456], [1.945, -5.908, 0.977], [-3.912, 0.330, 1.749], [2.553, -3.848, 1.255], [1.033, 2.723, -0.234], [-2.999, 4.166, -1.608], [5.114, 2.455, 1.592], [3.196, -4.147, -4.970], [-3.712, -1.311, 3.074], [1.689, 2.084, 4.861], [2.391, -4.785, -4.599], [-2.962, 4.521, 4.758], [-5.787, 3.456, 0.308], [-5.250, -1.312, 0.155], [-3.107, 2.727, 6.448], [0.659, 2.996, 2.240], [4.662, 3.235, 0.975], [-1.304, 4.256, -4.192], [-6.451, -0.040, 1.409], [4.176, 2.038, 2.724], [2.710, -3.558, -0.134], [0.615, -4.726, 1.014], [4.747, -1.364, -0.844], [3.973, -1.020, -3.215], [4.772, -2.442, -1.007], [-2.642, 0.375, 5.797], [-7.131, 0.387, -1.616], [2.385, -1.180, -1.349], [2.296, -3.449, -2.667], [1.569, -5.003, 1.460], [0.304, -5.163, -2.798], [0.503, 3.629, -6.993], [-3.924, 2.378, 0.396], [0.019, 3.454, -6.041], [2.197, 3.864, 2.395], [2.752, -1.775, 1.816], [1.802, 0.997, 3.794], [0.820, 0.589, 3.561], [-3.099, 0.138, -0.179], [-2.139, 1.885, 2.801], [-1.855, 1.632, 1.787], [-2.407, 3.196, 3.166], [-4.560, -0.243, 2.396], [4.305, -5.101, 1.129], [-2.250, 0.884, 3.750], [-6.117, -1.645, -0.420], [-0.223, -2.806, -0.829], [4.574, -4.800, -3.002], [-2.756, 3.497, 4.475], [4.102, -2.090, -3.361], [3.848, -6.418, -2.858], [4.639, -3.430, 1.610], [-5.697, -0.816, 1.534], [3.544, 1.030, -0.483], [2.576, 3.566, -0.081], [1.248, -5.643, -2.543], [0.601, -0.345, -4.136], [-2.203, 2.778, -1.933], [-8.615, 2.313, -1.162], [-4.532, -2.130, 0.232], [-2.842, 2.487, 5.426], [6.054, 2.839, 1.995], [-0.189, 0.516, -3.305], [2.506, 1.439, 2.124]],
  "mulliken_charge": [0.3847, -0.3613, 0.0555, 0.0153, -0.0163, -0.7043, 0.4165, -1.8969, 0.5953, 0.5378, 0.5097, 0.5734, -0.3655, 0.4652, 0.1740, -0.7863, -0.2205, -1.2386, 0.5436, 0.4147, 0.5440, -1.5055, 0.0051, 0.4903, 0.9401, -0.8010, -0.4973, 0.1417, 0.3894, 2.1061, -0.5958, 0.5106, 0.5723, -0.6693, 0.2398, 0.5567, -0.9350, 0.1226, 0.4094, 0.6930, 0.3306, 0.3641, 0.3941, 0.4521, 0.3695, 0.3812, -0.1069, -1.4168, 0.2072, -1.1612, -0.6496, 1.8067, 0.5826, -0.1559, 0.4156, 0.6527, 0.4731, -0.6046, -1.1818, 0.5077, 0.1094, 0.3911, -1.4140, 2.0215, 0.0883, -0.8783, -1.0074, 0.3474, -0.9193, -1.4463, -1.8986, 0.3910, -1.1092, -0.9229, 0.4045, -0.1105, 0.2321, -0.7687, 0.3688, -0.9526, 0.5926, 0.1925, -1.3420, -1.5307, 0.1319, 0.4490, 0.3791, 1.7628, -0.0136, -1.8731, 0.2619, 0.4047, 0.2052, -0.6182, 0.4789, -0.1586, 0.0594, -0.3945, 0.0817, 0.6141, 0.3347, -0.5695, 1.1546, 0.3921, 0.4217, 0.5711, -0.6763, 0.3177, -0.7962, 0.1581, 0.5144, 0.3351, -1.2495, 0.0522, 0.3165, -1.4499, -0.6904, 1.1305, 0.4032, 0.6793, -0.6482, 0.4189, 0.7866, 1.0099],
  "de_lowest_kcal_mol": 162.2,
  "charge": -1,
  "lumo_energy_ev": 1.909
}


Entry 3:
{
  "formula": "C33H32N6O2Pt",
  "method": "ωB97M-V with the def2-TZVPD basis set",
  "symbols": ["C", "H", "C", "H", "H", "H", "H", "N", "C", "H", "H", "C", "C", "H", "O", "H", "C", "H", "H", "N", "N", "C", "O", "C", "H", "H", "C", "C", "H", "H", "C", "C", "C", "N", "H", "C", "H", "C", "C", "C", "H", "H", "H", "C", "H", "C", "C", "H", "H", "C", "C", "N", "Pt", "H", "C", "C", "C", "C", "H", "C", "H", "H", "N", "C", "H", "C", "C", "H", "H", "C", "C", "H", "H", "C"],
  "xyz": [[0.871, -2.417, 1.552], [4.220, -2.012, 1.129], [1.206, -1.300, -2.180], [-2.069, 0.977, 4.271], [-2.071, 0.951, -2.201], [-2.566, 3.947, 1.131], [1.746, 2.391, 1.217], [0.538, -1.026, 1.731], [1.558, -5.046, 0.956], [2.701, 2.383, -0.923], [-3.054, -3.011, -3.008], [-2.130, 3.042, 1.533], [-1.592, -3.140, 1.761], [3.771, -1.976, -4.260], [-0.412, -1.149, 3.831], [-1.918, -2.125, 1.541], [1.843, 2.193, -2.894], [2.949, 1.340, 0.899], [-3.922, -1.825, -0.979], [-0.733, -0.846, -0.869], [-0.709, 1.217, 1.260], [-0.241, -1.474, -1.956], [-1.277, 3.629, -1.225], [-1.231, 2.336, 0.761], [2.616, 3.883, -1.819], [3.836, 2.688, -2.246], [0.533, 1.854, -2.524], [3.239, -1.608, -3.393], [1.325, -2.282, -4.079], [1.998, 1.089, 2.208], [-0.964, 0.715, 2.472], [3.915, -0.966, -2.370], [-1.875, 1.322, -3.205], [0.178, 1.842, -1.141], [-3.141, 3.093, 3.426], [3.193, -0.493, -1.295], [3.056, -0.798, 1.697], [-1.066, -2.254, -2.743], [1.326, 1.622, -5.182], [-0.412, 1.494, -3.502], [3.238, 2.320, -4.508], [-0.535, -5.453, 1.106], [-1.795, -3.299, 2.822], [2.228, 2.052, -4.221], [-0.711, 1.095, -5.580], [0.238, -4.696, 1.168], [-1.855, 1.381, 3.290], [3.591, -4.363, 0.997], [3.668, -2.009, 2.795], [-0.787, 2.688, -0.651], [2.548, -4.086, 1.098], [1.871, -0.646, -1.200], [0.606, 0.272, 0.151], [4.986, -0.822, -2.399], [0.013, 1.370, -4.821], [-2.023, -0.968, -0.540], [-0.135, -3.388, 1.476], [3.351, -1.838, 1.764], [-2.363, -0.421, 0.327], [2.805, 2.811, -1.917], [-0.668, -2.760, -3.610], [-2.374, 2.290, -3.277], [1.993, 1.402, 1.236], [-2.401, -2.396, -2.403], [1.818, -6.068, 0.717], [-2.887, -1.744, -1.281], [2.223, -2.776, 1.420], [-2.213, -3.828, 1.190], [1.635, 1.529, -6.215], [1.867, -1.781, -3.291], [-0.249, -0.592, 2.773], [3.696, 0.012, -0.486], [-2.340, 0.647, -3.923], [-2.438, 2.553, 2.805]],
  "mulliken_charge": [-0.3093, 0.4856, 1.0434, 0.6548, 0.1148, 0.6559, 0.3997, 0.4628, -1.0722, -0.0157, 0.5166, -0.7020, -1.4805, 0.5166, -0.6056, 0.0675, 1.1364, 0.2242, 0.5826, 0.7438, 0.9066, 0.3244, -0.6246, 0.5739, 0.3918, 0.4623, -0.2430, -1.1145, 0.5309, 0.4159, 0.8814, -1.1037, -1.5035, 0.6281, 0.4949, -0.3869, -0.1423, -0.6551, -1.1289, 1.2864, 0.4790, 0.4886, 0.4034, -0.6617, 0.5042, -0.9101, -0.6734, 0.5108, 0.4210, 0.0339, -0.8189, 1.2433, -1.6796, 0.5705, -0.9419, -0.5314, 1.6124, -1.1554, 0.4328, -1.2813, 0.5517, 0.4126, -0.3412, -1.2621, 0.4661, -1.1327, 1.1025, 0.5342, 0.4825, -0.4425, -0.2137, 0.4263, 0.5212, -0.5646],
  "de_lowest_kcal_mol": 0.0,
  "charge": 2,
  "lumo_energy_ev": -6.852
}